No. 1
C30H42N4OP2Sr | the ωB97M-V functional and the def2-TZVPD basis

## Properties
F_max: 2.823 eV Å⁻¹
M: 624.26 g mol⁻¹
HOMO level: -6.81 eV
ΔE to the lowest compared entry with this formula, charge and spin: 3.5 kcal per mole

```
! RIJCOSX wB97M-V def2-TZVPD def2/J DEFGRID3
* xyz 0 1
Sr -1.619 5.192 -1.938
C 1.034 4.087 1.975
C 1.104 3.269 0.917
C 0.683 1.834 0.800
C -0.772 1.548 0.373
C -1.825 2.226 1.195
C -1.693 2.718 2.430
C -0.525 2.594 3.372
C 0.469 3.773 3.328
C -3.706 5.317 -0.496
H 1.416 5.113 1.875
H 1.508 3.666 -0.031
H 0.908 1.258 1.704
H 1.329 1.424 0.014
H -0.890 1.806 -0.697
H -0.923 0.454 0.417
H -2.790 2.321 0.679
H -2.548 3.228 2.897
H 0.028 1.659 3.239
H -0.938 2.568 4.395
H -0.020 4.675 3.728
H 1.290 3.557 4.031
H -3.746 6.230 0.126
H -3.284 4.533 0.173
H -4.764 5.022 -0.674
P -1.067 -3.664 -0.885
P 1.795 -2.500 -1.797
N -1.857 -4.046 0.637
N -2.016 -4.856 -1.824
N 2.708 -2.259 -0.300
N 3.201 -2.507 -2.847
C 0.461 -4.704 -0.620
C 1.577 -4.347 -1.622
C -2.264 -3.050 1.541
C -2.703 -3.659 2.702
C -2.562 -5.078 2.528
C -2.026 -5.286 1.265
C -2.839 -4.478 -2.897
C -3.351 -5.618 -3.497
C -2.831 -6.748 -2.781
C -2.009 -6.253 -1.779
C 2.481 -1.154 0.525
C 3.220 -1.288 1.691
C 3.917 -2.538 1.600
C 3.573 -3.114 0.385
C 4.468 -3.084 -2.678
C 5.129 -3.079 -3.896
C 4.240 -2.492 -4.864
C 3.073 -2.158 -4.204
H 0.223 -5.774 -0.712
H 0.784 -4.518 0.420
H 2.520 -4.830 -1.321
H 1.329 -4.704 -2.639
H -2.199 -2.012 1.253
H -3.074 -3.167 3.591
H -2.815 -5.850 3.239
H -1.758 -6.201 0.770
H -2.974 -3.434 -3.128
H -4.017 -5.664 -4.351
H -3.031 -7.797 -2.970
H -1.416 -6.787 -1.057
H 1.809 -0.379 0.195
H 3.268 -0.589 2.512
H 4.591 -2.963 2.331
H 3.874 -4.059 -0.043
H 4.796 -3.430 -1.715
H 6.125 -3.460 -4.081
H 4.449 -2.353 -5.916
H 2.159 -1.702 -4.550
C -0.133 8.773 -0.053
C -0.586 7.463 0.562
C -1.606 7.589 1.668
O -1.012 6.591 -0.448
H -0.903 9.193 -0.714
H 0.752 8.598 -0.674
H 0.126 9.523 0.709
H 0.299 7.000 1.019
H -2.607 7.795 1.277
H -1.666 6.652 2.228
H -1.353 8.384 2.386
*
```

These are the Mulliken partial charges, in e, on atoms 1 to 2: 1.8391 -0.7826



No. 2
C4H2O2 | the ωB97M-V functional and the def2-TZVPD basis

## Properties
F_max: 2.955 eV Å⁻¹
M: 82.06 g mol⁻¹
HOMO level: -10.65 eV
SMILES string: O=CC#CC=O
ΔE to the lowest compared entry with this formula, charge and spin: 29.4 kcal per mole

```
! RIJCOSX wB97M-V def2-TZVPD def2/J DEFGRID3
* xyz 0 1
O -2.806 -0.196 0.881
C -1.833 -0.304 0.184
C -0.723 0.465 -0.147
C 0.446 0.561 -0.352
C 1.796 0.318 -0.141
O 2.161 -0.723 0.346
H -1.483 -1.250 -0.361
H 2.443 1.128 -0.409
*
```

These are the Mulliken partial charges, in e, on atoms 1 to 2: -0.4405 0.1406



No. 3
C21H46KO5Si2 | the ωB97M-V functional and the def2-TZVPD basis

## Properties
F_max: 3.593 eV Å⁻¹
M: 473.86 g mol⁻¹
HOMO level: -11.97 eV

```
! RIJCOSX wB97M-V def2-TZVPD def2/J DEFGRID3
* xyz 1 1
C -1.591 2.983 5.843
C -2.371 1.723 5.407
C -3.018 1.848 4.036
O -3.946 2.580 3.839
O -2.465 1.050 3.113
C -3.382 0.559 2.080
C -2.586 -0.373 1.185
Si -1.338 0.549 0.130
O -2.181 0.985 -1.198
C -1.573 1.883 -2.138
C -1.310 1.218 -3.502
C -1.263 -0.308 -3.422
C -0.037 1.750 -4.191
C 1.240 1.771 -3.325
C 2.439 1.222 -4.105
C 1.563 3.178 -2.814
O -0.021 -0.345 -0.268
Si 0.976 -1.172 0.784
C 2.712 -1.054 0.127
C 3.074 0.360 -0.389
C 0.302 -2.908 1.005
C 0.968 -4.012 0.158
C 0.414 -4.102 -1.284
C 1.320 -3.411 -2.315
C 0.185 -5.565 -1.662
C 0.959 -0.326 2.495
O 1.562 0.977 2.471
C 0.802 2.027 3.001
H -1.347 3.654 5.020
H -0.672 2.678 6.320
H -2.156 3.533 6.592
H -1.737 0.832 5.423
H -3.199 1.583 6.100
H -4.167 0.028 2.620
H -3.824 1.393 1.538
H -2.163 -1.161 1.813
H -3.271 -0.837 0.469
H -0.871 1.782 0.795
H -2.258 2.725 -2.261
H -0.648 2.279 -1.710
H -2.156 1.482 -4.144
H -1.172 -0.713 -4.431
H -2.167 -0.719 -2.975
H -0.403 -0.654 -2.843
H 0.135 1.082 -5.040
H -0.213 2.740 -4.625
H 1.065 1.126 -2.456
H 2.399 1.541 -5.149
H 2.456 0.129 -4.096
H 3.384 1.568 -3.679
H 2.345 3.148 -2.051
H 0.692 3.679 -2.389
H 1.919 3.802 -3.638
H 3.380 -1.331 0.950
H 2.859 -1.797 -0.657
H 3.936 0.763 0.141
H 2.263 1.079 -0.258
H 3.307 0.337 -1.453
H -0.760 -2.861 0.737
H 0.338 -3.170 2.069
H 2.054 -3.878 0.122
H 0.803 -4.971 0.656
H -0.559 -3.597 -1.288
H 2.368 -3.449 -2.011
H 1.044 -2.367 -2.478
H 1.256 -3.910 -3.284
H -0.593 -6.014 -1.042
H 1.101 -6.145 -1.517
H -0.115 -5.664 -2.707
H 1.562 -0.965 3.159
H -0.052 -0.282 2.927
H 0.257 2.580 2.234
H 1.485 2.737 3.485
H 0.063 1.645 3.717
K 0.600 1.466 6.232
*
```

These are the Mulliken partial charges, in e, on atoms 1 to 2: -1.3979 -0.1201



No. 4
C30H29BrFeN6O3Si | the ωB97M-V functional and the def2-TZVPD basis

## Properties
F_max: 2.174 eV Å⁻¹
M: 685.44 g mol⁻¹
HOMO level (spin up / spin down): -3.01 / -2.46 eV
Expectation value of S²: 0.761
ΔE to the lowest compared entry with this formula, charge and spin: 105.8 kcal per mole

```
! RIJCOSX wB97M-V def2-TZVPD def2/J DEFGRID3
* xyz -1 2
Fe -0.454 -0.205 0.189
O -1.571 0.485 1.831
C -2.046 1.611 2.223
C -3.096 1.630 3.182
C -3.588 2.801 3.707
C -3.076 4.035 3.297
C -2.079 4.054 2.350
C -1.538 2.881 1.800
C -0.451 3.025 0.867
N 0.172 2.082 0.277
C 1.244 2.447 -0.626
C 2.002 1.180 -1.023
N 1.017 0.244 -1.500
C 0.809 0.176 -2.758
C -0.264 -0.531 -3.396
C -0.175 -0.789 -4.773
C -1.128 -1.517 -5.446
C -2.240 -1.996 -4.738
C -2.405 -1.689 -3.410
C -1.449 -0.920 -2.680
O -1.680 -0.593 -1.475
H -3.490 0.671 3.498
H -4.373 2.764 4.454
H -3.441 4.954 3.738
H -1.662 5.003 2.025
H -0.146 4.064 0.676
H 1.926 3.179 -0.175
H 0.820 2.886 -1.538
H 2.493 0.758 -0.143
H 2.753 1.421 -1.791
H 1.515 0.679 -3.439
H 0.695 -0.419 -5.310
H -1.024 -1.712 -6.507
H -2.976 -2.610 -5.245
H -3.281 -2.024 -2.868
C 4.664 -1.911 4.277
Si 3.521 -2.618 2.944
C 4.541 -3.485 1.614
C 2.298 -3.824 3.723
C 2.548 -1.171 2.358
C 2.073 -0.077 2.546
H 5.407 -2.627 4.633
H 4.069 -1.588 5.133
H 5.194 -1.035 3.900
H 5.258 -4.169 2.073
H 5.104 -2.770 1.011
H 3.910 -4.067 0.941
H 2.791 -4.580 4.337
H 1.707 -4.339 2.964
H 1.607 -3.272 4.363
N 0.248 0.279 4.404
C 0.949 1.329 3.928
O 1.672 1.142 2.800
C 1.066 2.526 4.584
C 0.335 2.730 5.779
N -0.237 2.844 6.773
C 1.885 3.579 4.113
N 2.552 4.446 3.754
H -0.421 0.551 5.113
H -0.176 -0.279 3.666
Br -2.332 -5.446 -2.833
C -1.472 -4.284 -1.612
C -2.145 -3.829 -0.491
C -1.473 -2.979 0.365
N -0.213 -2.568 0.179
C 0.414 -3.037 -0.904
C -0.160 -3.892 -1.823
H -3.169 -4.116 -0.301
H -1.959 -2.595 1.254
H 1.436 -2.702 -1.035
H 0.386 -4.230 -2.693
*
```

These are the Mulliken partial charges, in e, on atoms 1 to 2: 1.1103 -0.3249



No. 5
C36H24BNO6 | the ωB97M-V functional and the def2-TZVPD basis

## Properties
F_max: 4.272 eV Å⁻¹
M: 577.40 g mol⁻¹
HOMO level: -8.38 eV
SMILES string: O=C1c2ccccc2C(=O)c2ccccc21.O=C1c2ccccc2C(=O)c2ccccc21.C=CB(ON=O)c1ccccc1

```
! RIJCOSX wB97M-V def2-TZVPD def2/J DEFGRID3
* xyz 0 1
O 5.928 -2.361 -4.097
C 5.096 -1.653 -3.555
C 5.258 -1.250 -2.140
C 6.384 -1.667 -1.428
C 6.564 -1.260 -0.111
C 5.622 -0.435 0.500
C 4.490 -0.032 -0.201
C 4.303 -0.444 -1.520
C 3.086 -0.024 -2.252
O 2.225 0.635 -1.693
C 2.934 -0.410 -3.672
C 1.808 0.009 -4.384
C 1.672 -0.320 -5.727
C 2.658 -1.069 -6.366
C 3.774 -1.501 -5.656
C 3.912 -1.177 -4.306
H 7.124 -2.305 -1.901
H 7.442 -1.582 0.439
H 5.769 -0.107 1.525
H 3.758 0.607 0.282
H 1.039 0.597 -3.893
H 0.798 0.010 -6.280
H 2.556 -1.318 -7.417
H 4.537 -2.087 -6.159
O -4.570 0.962 1.316
C -5.145 0.202 0.556
C -4.484 -0.253 -0.684
C -3.190 0.181 -0.967
C -2.540 -0.273 -2.110
C -3.182 -1.161 -2.972
C -4.480 -1.580 -2.700
C -5.136 -1.121 -1.558
C -6.524 -1.558 -1.284
O -7.115 -2.273 -2.075
C -7.181 -1.117 -0.032
C -8.476 -1.550 0.256
C -9.087 -1.169 1.446
C -8.408 -0.356 2.351
C -7.123 0.089 2.060
C -6.508 -0.287 0.865
H -2.684 0.868 -0.297
H -1.531 0.061 -2.327
H -2.670 -1.524 -3.857
H -4.977 -2.267 -3.378
H -9.008 -2.188 -0.442
H -10.093 -1.510 1.670
H -8.883 -0.067 3.283
H -6.601 0.724 2.768
C 3.536 -0.254 4.987
C 4.093 1.029 5.376
B 3.628 2.290 4.428
O 4.532 3.386 4.074
N 4.578 3.579 2.724
O 5.144 2.679 2.177
C 2.062 2.227 3.928
C 1.052 3.048 4.789
C -0.444 3.021 4.408
C -0.882 2.147 3.181
C 0.110 1.327 2.308
C 1.610 1.373 2.699
H 3.688 -0.683 3.927
H 2.872 -0.884 5.682
H 4.763 1.170 6.288
H 1.448 3.640 5.694
H -1.193 3.628 5.014
H -1.995 2.090 2.897
H -0.184 0.696 1.400
H 2.442 0.803 2.143
*
```

These are the Mulliken partial charges, in e, on atoms 1 to 2: -0.6734 0.6667



- What is the M in the fourth record?
  685.44 g mol⁻¹



- Which of these has the lowest M?
  C4H2O2



- Which of these has the lowest M?
  C4H2O2



- Which formula does entry 5 have?
  C36H24BNO6